# C33H73N3O12S7

A cluster of 8 separate species, C33H73N3O12S7 in total at a distorted geometry (ωB97M-V with the def2-TZVPD basis set, the OMol25 dataset).

- E_tot (eV) = -140273.165

Structure (XYZ):
```
128
Properties=species:S:1:pos:R:3:forces:R:3:lowdin_charge:R:1
C 1.61912 5.97351 0.27978 -0.3 -0.2 -1.1 -0.119
C 1.73738 5.71912 -1.36815 -0.9 0.5 1.3 -0.232
N 3.01544 4.93669 -1.57015 0.0 0.4 -1.7 -0.145
C 2.87719 3.82537 -2.58504 0.8 -0.5 -2.1 -0.185
C 3.53800 2.39142 -2.14721 1.2 0.5 0.4 -0.119
C 2.54252 1.41953 -1.25652 -0.1 0.7 0.3 -0.281
C 1.41627 2.33933 -0.45351 -7.3 3.3 3.3 -0.064
N 0.39560 2.92297 0.11485 9.4 -5.4 -5.2 0.143
C 1.77222 0.43682 -2.31488 -1.4 0.6 -0.7 -0.096
C 0.20826 0.08234 -1.89978 0.2 -1.7 -0.3 -0.234
O -0.78636 1.01964 -2.44499 0.8 0.1 2.3 -0.140
C 3.37281 0.59758 -0.05912 0.3 1.5 0.5 -0.291
C 3.81833 1.80431 1.01164 1.7 6.8 5.6 -0.085
N 4.09306 2.78942 1.84168 -2.6 -9.4 -7.9 0.122
C 4.71784 -0.04302 -0.72691 0.4 -0.8 -0.4 -0.147
C 5.52121 -1.14129 0.17794 1.2 0.0 -0.1 -0.145
C 6.17054 -0.57203 1.57158 1.0 -0.4 -0.4 -0.212
O 5.41370 -1.14995 2.69321 0.6 2.2 0.0 -0.284
C 5.18680 -0.18039 3.77641 -1.1 -0.4 1.1 -0.119
C 2.43830 -0.43171 0.79977 -0.2 -0.5 1.3 -0.118
C 2.17126 -1.89347 0.11451 -1.2 0.4 0.2 -0.074
C 2.43857 -3.18163 1.11456 1.6 -6.2 -2.2 -0.257
O 2.59215 -4.40132 0.53021 -0.9 7.5 3.6 -0.072
O 2.57328 -3.12208 2.57824 1.0 0.0 -3.3 -0.021
C 4.21985 5.81679 -1.80936 4.4 0.1 4.8 -0.279
C 4.49390 6.78535 -3.10201 0.2 0.6 0.4 -0.055
O 5.15733 5.84580 -0.82453 -5.8 -0.1 -6.3 -0.048
H 2.05668 7.04029 0.48113 -1.0 -2.1 0.0 0.072
H 2.22627 5.13424 0.84599 -1.2 1.9 -1.3 0.071
H 0.47763 5.85836 0.53696 2.3 0.6 -0.2 0.065
H 1.72108 6.74778 -1.95235 0.1 -1.9 1.1 0.117
H 0.76724 5.12262 -1.72573 2.5 1.0 0.7 0.116
H 1.77555 3.60694 -2.93088 2.1 0.8 0.9 0.127
H 3.45402 4.18238 -3.56673 -1.2 -1.1 1.8 0.125
H 4.54336 2.65448 -1.55958 -2.3 -0.5 -1.0 0.126
H 3.89417 1.78920 -3.10324 -1.1 1.3 1.9 0.124
H 1.69319 1.02329 -3.35120 0.2 -1.2 2.3 0.108
H 2.35098 -0.56232 -2.57237 -1.0 2.1 0.9 0.121
H -0.01490 -0.97822 -2.39836 0.4 2.3 1.0 0.134
H 0.04686 -0.07267 -0.74651 0.4 0.5 -2.2 0.110
H -1.11767 1.56965 -1.66306 0.9 -1.0 -1.6 0.092
H 5.52679 0.76874 -1.06179 -2.1 -1.6 0.9 0.139
H 4.37558 -0.59981 -1.71940 0.7 1.2 2.0 0.122
H 6.44458 -1.50514 -0.48602 -2.1 0.8 1.3 0.127
H 4.92659 -2.11276 0.44536 0.9 2.0 -0.5 0.112
H 7.28806 -0.98064 1.65931 -2.3 0.8 -0.2 0.132
H 6.27405 0.60800 1.61235 -0.6 -2.4 -0.1 0.130
H 4.32538 0.56129 3.46615 2.0 -1.1 0.6 0.079
H 6.16493 0.35040 4.14720 -1.9 -0.9 -1.0 0.107
H 4.75049 -0.80499 4.69408 1.1 1.2 -2.0 0.106
H 1.36820 0.01386 1.08692 2.6 -0.7 -0.7 0.105
H 2.96506 -0.63903 1.84517 -1.0 0.5 -2.3 0.125
H 2.72054 -1.99843 -0.93532 -0.9 -0.4 2.7 0.128
H 1.00758 -1.93542 -0.14799 2.5 -0.2 0.7 0.120
H 3.38307 -3.67957 2.84144 -1.8 0.9 -0.9 0.131
H 5.63954 6.72089 -3.42427 -2.7 -0.1 0.8 0.102
H 4.35246 7.90980 -2.72795 0.2 -2.5 -0.7 0.100
H 3.77847 6.62067 -4.01297 1.4 0.1 1.8 0.078
C 0.54214 0.88165 -6.38797 0.3 0.2 0.1 -0.292
S 2.15063 1.70344 -6.49323 -0.2 -0.1 -0.1 0.843
O 2.48350 2.22024 -5.12493 -0.2 0.0 -0.3 -0.579
C 1.57589 3.10686 -7.47987 0.0 0.2 0.1 -0.268
H 0.65008 -0.01686 -5.77583 0.0 0.2 -0.1 0.051
H -0.18872 1.54932 -5.92564 0.2 -0.1 0.0 0.050
H 0.21103 0.59870 -7.38971 0.1 0.0 0.1 0.054
H 0.78055 3.63578 -6.94926 0.1 -0.1 0.0 0.058
H 1.20988 2.74895 -8.44493 0.1 0.0 0.1 0.052
H 2.41643 3.78574 -7.64178 0.0 -0.2 0.1 0.047
C -4.54932 0.88253 -5.86243 0.0 0.1 -0.1 -0.267
S -3.23386 -0.22035 -5.29071 0.2 0.0 -0.1 0.839
O -2.01731 0.05957 -6.12244 -0.9 -0.2 0.2 -0.565
C -3.98391 -1.74227 -5.91887 0.0 -0.1 -0.2 -0.269
H -4.27637 1.90974 -5.60943 0.1 -0.2 0.0 0.052
H -4.66578 0.79486 -6.94522 0.1 0.0 0.1 0.057
H -5.48522 0.62373 -5.36212 0.1 0.0 0.0 0.051
H -4.13551 -1.66615 -6.99826 0.0 0.1 0.1 0.057
H -4.93897 -1.91269 -5.41664 0.1 0.1 0.0 0.050
H -3.31032 -2.57567 -5.70597 0.0 0.2 0.0 0.052
C -2.22831 -4.17129 3.03165 -0.1 0.0 0.0 -0.253
S -1.59786 -3.61280 1.43032 -0.1 0.1 -0.2 0.782
O -2.77547 -3.18060 0.60779 0.3 -0.3 0.3 -0.566
C -1.09913 -5.25137 0.84743 -0.2 -0.1 0.0 -0.269
H -2.63257 -3.30851 3.56632 0.1 0.0 -0.2 0.045
H -3.02000 -4.90967 2.88431 0.1 0.1 -0.1 0.054
H -1.41243 -4.60673 3.61296 0.0 0.1 -0.1 0.051
H -1.96143 -5.92233 0.83626 0.0 0.1 0.0 0.052
H -0.32123 -5.65051 1.50237 0.0 0.1 -0.1 0.051
H -0.70299 -5.15436 -0.16611 0.0 0.1 0.2 0.050
C -2.79594 0.38024 2.55646 0.2 -0.2 -0.1 -0.269
S -1.02565 0.56799 2.87968 -0.3 0.1 0.0 0.801
O -0.38688 -0.77539 2.68627 -0.2 0.1 0.1 -0.591
C -1.19175 0.84006 4.66063 0.1 -0.1 0.1 -0.259
H -2.93444 0.16265 1.49478 0.2 0.0 0.1 0.053
H -3.19868 -0.44346 3.15060 0.1 0.2 -0.1 0.028
H -3.31258 1.31000 2.80508 0.1 -0.1 0.1 0.052
H -1.69450 -0.01250 5.12350 0.0 0.1 -0.1 0.057
H -1.76250 1.75441 4.83844 0.0 -0.1 -0.1 0.055
H -0.19326 0.94841 5.09060 -0.1 0.0 -0.2 0.048
C -7.02717 1.19239 3.44944 0.3 0.2 -0.1 -0.269
S -6.40595 -0.01172 4.64856 0.1 0.0 -0.1 0.833
O -4.91303 -0.05736 4.50988 -0.7 0.0 0.1 -0.574
C -7.07503 -1.46849 3.80980 0.2 -0.2 -0.1 -0.267
H -6.69452 2.18806 3.75221 0.0 -0.2 0.2 0.051
H -6.63454 0.96600 2.45533 -0.1 0.0 0.3 0.016
H -8.11907 1.16454 3.43702 0.1 -0.1 0.1 0.053
H -6.67924 -1.52889 2.79316 0.0 0.2 0.1 0.037
H -8.16543 -1.40673 3.78519 0.1 0.1 0.1 0.050
H -6.77640 -2.35900 4.36785 0.0 0.2 0.1 0.048
C 4.42033 -6.18566 5.57595 0.0 -0.1 0.0 -0.273
S 4.20388 -4.50344 6.20600 0.2 0.0 0.5 0.793
O 5.01985 -4.38257 7.45888 -0.5 -0.2 -0.7 -0.557
C 2.47609 -4.71306 6.70014 -0.1 0.0 0.1 -0.268
H 5.45374 -6.30114 5.24066 -0.1 0.1 0.1 0.051
H 4.21304 -6.91019 6.36700 0.0 0.1 0.0 0.057
H 3.74633 -6.34840 4.73190 0.0 0.1 0.0 0.049
H 2.39018 -5.52948 7.42122 0.1 0.1 -0.1 0.057
H 1.86749 -4.92546 5.81816 0.1 0.1 0.0 0.048
H 2.13121 -3.78484 7.16172 0.2 -0.1 -0.1 0.052
C -7.60182 -1.97013 -1.08248 0.1 -0.1 0.0 -0.261
S -7.81827 -0.28791 -0.45243 0.1 -0.1 0.2 0.841
O -7.00230 -0.16704 0.80045 -0.5 -0.3 -0.7 -0.568
C -9.54606 -0.49753 0.04170 0.0 0.0 0.1 -0.265
H -6.56841 -2.08561 -1.41778 -0.1 0.1 0.1 0.054
H -7.80911 -2.69467 -0.29144 0.0 0.1 0.0 0.060
H -8.27582 -2.13287 -1.92653 0.0 0.1 0.1 0.052
H -9.63197 -1.31395 0.76278 0.1 0.0 -0.1 0.056
H -10.15466 -0.70993 -0.84028 0.1 0.0 0.0 0.053
H -9.89094 0.43069 0.50329 0.1 -0.1 -0.1 0.051
```
Forces are in eV/Å.